# 1
{"formula": "C20H22FeNO3", "method": "ωB97M-V/def2-TZVPD", "e_homo_ev": [0.2017, -4.6400], "charge": -1, "max_force_ev_per_a": 5.13, "total_energy_ha": -2319.2490, "s2": 6.089, "gap_ha": [0.0957, 0.2564], "multiplicity": 5, "species": ["O", "C", "Fe", "C", "O", "C", "O", "C", "C", "C", "C", "C", "C", "C", "H", "H", "H", "H", "H", "H", "H", "H", "H", "C", "C", "C", "C", "C", "C", "C", "C", "N", "C", "C", "H", "H", "H", "H", "H", "H", "H", "H", "H", "H", "H", "H", "H"], "coordinates": [[-5.8664, 2.4797, 1.1270], [-4.7310, 2.6099, 0.8979], [-3.2167, 1.9343, 0.4271], [-3.6284, 0.6094, -0.6875], [-3.4378, -0.4309, -1.2239], [-2.9334, 0.5778, 1.5255], [-2.6560, -0.3896, 2.1253], [-1.4737, 3.1343, 1.1018], [-0.2158, 2.5409, 1.7216], [1.1218, 2.3515, 0.9703], [1.1779, 1.1253, 0.0419], [0.0372, 1.2185, -0.9054], [-0.9689, 2.1429, -1.1139], [-1.6489, 3.1527, -0.2937], [-1.9921, 3.8711, 1.7400], [0.0025, 3.2332, 2.5528], [-0.4930, 1.5747, 2.1798], [1.2921, 3.2238, 0.3170], [1.9326, 2.3284, 1.7126], [2.1714, 0.8810, -0.3463], [0.0310, 0.4027, -1.6370], [-1.4814, 2.0563, -2.0872], [-2.1830, 3.9958, -0.7834], [0.0174, -2.4076, -3.7183], [-0.6794, -3.1447, -2.7541], [-0.3215, -3.0547, -1.4075], [0.7318, -2.2094, -1.0459], [1.1307, -1.9727, 0.3830], [2.5601, -2.3677, 0.7650], [2.8682, -1.5190, 1.9980], [1.7406, -0.4953, 2.1417], [1.0074, -0.5038, 0.8296], [1.4986, -1.5548, -2.0104], [1.1146, -1.6165, -3.3515], [-0.2796, -2.4594, -4.7633], [-1.5225, -3.7708, -3.0402], [-0.8432, -3.6191, -0.6286], [0.4340, -2.4795, 1.0732], [2.6006, -3.4506, 0.9633], [3.2524, -2.1437, -0.0587], [2.9315, -2.1395, 2.9028], [3.8207, -0.9972, 1.8640], [0.9709, -0.8511, 2.8421], [2.0783, 0.5087, 2.4245], [0.0065, -0.3829, 1.0012], [2.3716, -0.9699, -1.6891], [1.6706, -1.0226, -4.0830]]}

---

# 2
{"formula": "C20H22N2O2PtS3", "method": "ωB97M-V/def2-TZVPD", "relative_energy_kj_mol": 191.20, "e_homo_ev": [-7.0486, -7.0480], "charge": 0, "max_force_ev_per_a": 3.62, "total_energy_ha": -2349.1235, "gap_ha": [0.2269, 0.2265], "species": ["Pt", "O", "C", "C", "C", "C", "C", "C", "C", "N", "N", "C", "O", "C", "C", "C", "C", "C", "C", "H", "H", "H", "H", "H", "H", "H", "H", "H", "H", "C", "C", "S", "C", "C", "S", "C", "C", "S", "H", "H", "H", "H", "H", "H", "H", "H", "H", "H", "H", "H"], "coordinates": [[0.2808, -1.0933, -0.3192], [-1.2563, -2.6241, 0.1249], [-1.6402, -3.0527, 1.2741], [-2.5402, -4.1548, 1.3012], [-3.0200, -4.6897, 2.4672], [-2.6047, -4.1760, 3.6984], [-1.7268, -3.1231, 3.7217], [-1.2273, -2.5258, 2.5497], [-0.2654, -1.4910, 2.7331], [0.3438, -0.8140, 1.8097], [1.2054, 0.1319, 2.1303], [2.0893, 0.4610, 1.1891], [2.3563, -0.2621, 0.1877], [2.6748, 1.8073, 1.2957], [3.7462, 2.1550, 0.4754], [4.1406, 3.4739, 0.3765], [3.4786, 4.4464, 1.1116], [2.4441, 4.0981, 1.9674], [2.0391, 2.7825, 2.0585], [-2.8423, -4.5565, 0.3474], [-3.7153, -5.5151, 2.4420], [-2.9588, -4.6098, 4.6204], [-1.3906, -2.7221, 4.6677], [0.0335, -1.2796, 3.7615], [4.2414, 1.3700, -0.0796], [4.9454, 3.7474, -0.2914], [3.7626, 5.4822, 1.0145], [1.9361, 4.8584, 2.5434], [1.2195, 2.4781, 2.6908], [-1.6386, -1.1586, -3.6898], [-0.2061, -0.8460, -4.0889], [1.0180, -0.8401, -2.7031], [1.4937, 0.9269, -2.6127], [0.3886, 1.9053, -2.2666], [-0.2227, 1.6814, -0.5481], [-2.0334, 1.5866, -0.7745], [-2.5185, 0.2698, -1.3551], [-2.6066, 0.3072, -3.1855], [-1.6810, -1.8986, -2.8899], [-2.1717, -1.5446, -4.5602], [-0.1411, 0.1161, -4.5944], [0.1636, -1.6212, -4.7612], [1.9441, 1.1879, -3.5708], [2.2627, 0.9435, -1.8364], [-0.4661, 1.8168, -2.9366], [0.7881, 2.9222, -2.3195], [-2.3474, 2.4405, -1.3772], [-2.4137, 1.6972, 0.2426], [-3.5222, 0.0470, -0.9913], [-1.8395, -0.5442, -1.0493]]}

---

# 3
{"formula": "C20H22N2O3", "method": "ωB97M-V/def2-TZVPD", "relative_energy_kj_mol": 280.17, "e_homo_ev": -8.6321, "smiles": "O=C(NN=C1CCCC1)c1ccccc1OCCOc1ccccc1", "charge": 0, "max_force_ev_per_a": 0.88, "total_energy_ha": -1110.5209, "gap_ha": 0.3425, "species": ["O", "C", "N", "N", "C", "C", "C", "C", "C", "C", "C", "C", "C", "C", "C", "O", "C", "C", "O", "C", "C", "C", "C", "C", "C", "H", "H", "H", "H", "H", "H", "H", "H", "H", "H", "H", "H", "H", "H", "H", "H", "H", "H", "H", "H", "H", "H"], "coordinates": [[-0.4575, -2.1961, 1.7928], [0.2779, -1.2719, 1.4856], [0.5122, -0.1936, 2.2729], [-0.1018, 0.1037, 3.4671], [-0.1976, -0.7435, 4.4036], [-0.8892, -0.3691, 5.6838], [-1.0722, -1.7008, 6.4109], [0.1510, -2.5113, 5.9820], [0.3227, -2.1453, 4.5085], [1.0110, -1.2689, 0.1809], [1.2567, -2.5228, -0.3761], [1.8958, -2.6623, -1.5912], [2.3029, -1.5317, -2.2792], [2.0588, -0.2771, -1.7528], [1.4127, -0.1296, -0.5295], [1.1961, 1.1298, 0.0035], [0.4993, 2.0544, -0.8067], [-0.9835, 1.6660, -0.9551], [-1.6222, 2.4341, -1.9426], [-1.3793, 2.1722, -3.2637], [-1.9263, 3.0907, -4.1608], [-1.7599, 2.9254, -5.5198], [-1.0444, 1.8438, -6.0100], [-0.5061, 0.9302, -5.1242], [-0.6668, 1.0846, -3.7564], [0.9013, 0.6320, 1.8306], [-0.2339, 0.2949, 6.2529], [-1.8212, 0.1617, 5.4989], [-1.9807, -2.1918, 6.0591], [-1.1400, -1.5819, 7.4913], [1.0260, -2.1914, 6.5517], [0.0170, -3.5814, 6.1329], [-0.2756, -2.7920, 3.8596], [1.3552, -2.2100, 4.1581], [0.9161, -3.3867, 0.1746], [2.0749, -3.6442, -2.0012], [2.8107, -1.6210, -3.2278], [2.3856, 0.6008, -2.2906], [0.9500, 2.1429, -1.8018], [0.5905, 3.0162, -0.2979], [-1.0644, 0.5904, -1.1623], [-1.5218, 1.8754, -0.0272], [-2.4809, 3.9246, -3.7608], [-2.1892, 3.6447, -6.2011], [-0.9103, 1.7155, -7.0732], [0.0499, 0.0804, -5.4923], [-0.2363, 0.3449, -3.0988]]}